*one*
Entry from the OMol25 dataset: 2 unconnected molecules or ions with the total composition C2H3N3O3 (the ωB97M-V functional and the def2-TZVPD basis).

multiplicity	1
E_LUMO	-2.00	eV
HOMO-LUMO gap	7.3	eV

Last column: Löwdin charge in e.
Positions of all 11 atoms, in Å:
1 C -0.16221 0.07364 1.22236  -0.34
2 C -0.37722 -0.38701 -0.06083  -0.30
3 H 0.03487 -1.66581 2.97895  0.35
4 H 1.60903 0.72061 -2.27589  0.20
5 H -1.18057 -1.03865 -1.61730  0.21
6 N 0.48074 1.29735 1.03405  0.06
7 N 0.57268 1.69518 -0.27029  0.07
8 N 0.19659 0.51866 -0.82958  -0.15
9 O -0.50812 -0.06134 2.62364  -0.11
10 O 0.63733 0.19096 -2.26480  -0.03
11 O -1.30312 -1.34358 -0.54030  0.03

---

*two*
Entry from the OMol25 dataset: 2 unconnected molecules or ions with the total composition C2H3N3O3 (the ωB97M-V functional and the def2-TZVPD basis).

multiplicity	1
E_LUMO	0.06	eV
HOMO-LUMO gap	8.6	eV

Last column: Löwdin charge in e.
Positions of all 11 atoms, in Å:
1 C -0.86040 0.40611 -0.06276  -0.39
2 C 1.36190 -0.17629 -0.03842  -0.50
3 H -1.52925 -1.59899 0.83328  0.30
4 H -0.17387 2.36797 0.52224  0.18
5 H 3.24511 -0.96557 -0.04350  0.17
6 N -2.11614 0.37494 0.04099  0.01
7 N 0.08174 1.48241 -0.04105  0.04
8 N 1.42510 1.05803 -0.02901  0.13
9 O -2.33731 -0.98470 -0.13231  -0.18
10 O 2.26863 -1.07195 -0.00426  0.18
11 O 0.03296 -0.64210 0.07389  0.06

---

Stability comparison, relative energies in kJ/mol: *one* 373.9; *two* 0.0

---

*one*
Entry from the OMol25 dataset: a gas-phase ion, C5H6N3S (charge +1) (the ωB97M-V functional and the def2-TZVPD basis).

net charge	+1
multiplicity	1
E_LUMO	-4.76	eV
HOMO-LUMO gap	10.4	eV

Last column: Löwdin charge in e.
Positions of all 15 atoms, in Å:
1 C -1.39432 1.83984 -0.91735  -0.23
2 C 0.78550 -1.75635 0.18507  -0.09
3 C -0.25204 -2.20937 0.83394  -0.37
4 C -0.45729 0.13246 0.44974  -0.46
5 C -0.87101 1.58574 0.39656  -0.13
6 N -1.99524 1.97196 -1.86963  0.21
7 N 0.64541 -0.36420 -0.12694  -0.12
8 N 1.48240 0.58584 -0.68927  0.15
9 S -1.45199 -1.04302 1.18182  1.22
10 H 1.52648 -2.44523 -0.27244  0.16
11 H -0.32962 -3.34078 0.91419  0.14
12 H 0.03290 2.25766 0.63184  0.17
13 H -1.69344 1.69402 1.05226  0.11
14 H 1.62300 0.35736 -1.62337  0.10
15 H 2.34926 0.73405 -0.14642  0.15

---

*two*
Entry from the OMol25 dataset: 2 unconnected molecules or ions with the total composition C5H6N3S (the ωB97M-V functional and the def2-TZVPD basis).

net charge	+1
multiplicity	1
E_LUMO (alpha / beta)	-7.09 / -7.12	eV
HOMO-LUMO gap (alpha / beta)	7.1 / 6.8	eV

Last column: Löwdin charge in e.
Positions of all 15 atoms, in Å:
1 C 0.19242 -3.25216 0.73241  -0.83
2 C 1.56016 0.72911 -0.95063  0.00
3 C 0.49118 1.58546 -0.65732  0.04
4 C 0.02639 -0.45024 0.05624  0.09
5 C -1.69712 1.29756 0.48531  -0.01
6 N 1.13558 -3.33095 0.07433  0.13
7 N 1.25947 -0.49505 -0.45034  0.11
8 N -0.46048 0.79762 -0.01079  -0.11
9 S -1.17346 -3.24956 1.63860  0.83
10 H 2.46855 0.86557 -1.45011  0.13
11 H 0.30559 2.48337 -1.09543  0.11
12 H -1.50404 2.20744 1.15633  0.14
13 H -2.41983 1.51190 -0.33347  0.12
14 H -2.12643 0.50914 1.20803  0.13
15 H 1.94203 -1.20921 -0.40316  0.13

---

Stability comparison, relative energies in kJ/mol: *one* 0.0; *two* 238.0

---

*one*
Entry from the OMol25 dataset: a gas-phase ion, C3H11N5 (charge +2) (the ωB97M-V functional and the def2-TZVPD basis).

net charge	+2
multiplicity	1
E_LUMO (alpha / beta)	-9.62 / -9.62	eV
HOMO-LUMO gap (alpha / beta)	9.5 / 9.5	eV
SMILES	C/[NH+]=C(\C)N(N)N=[NH2+]

Last column: Löwdin charge in e.
Positions of all 19 atoms, in Å:
1 C 2.69362 -0.13092 -0.16945  -0.03
2 N 1.35062 -0.46833 -0.29715  0.09
3 C 0.29423 0.16657 0.15164  -0.15
4 C 0.43023 1.48754 0.70823  0.07
5 N -1.05155 -0.39581 -0.02516  -0.12
6 N -1.35206 -1.68258 0.35926  0.15
7 N -1.77868 0.43467 -0.69279  0.09
8 N -3.01799 0.33389 -0.93000  0.24
9 H 3.32491 -0.93723 -0.58030  0.13
10 H 2.90982 0.76103 -0.76542  0.12
11 H 3.09133 0.18214 0.93894  0.20
12 H 1.10658 -1.32476 -0.79443  0.19
13 H 0.61043 1.28738 1.77526  0.16
14 H -0.43317 2.05811 0.50241  0.10
15 H 1.35051 1.77318 0.31781  0.08
16 H -0.56766 -2.20413 0.81189  0.15
17 H -2.16687 -1.72230 1.05249  0.17
18 H -3.50418 -0.62460 -0.79473  0.21
19 H -3.29013 1.00615 -1.56851  0.13

---

*two*
Entry from the OMol25 dataset: 2 unconnected molecules or ions with the total composition C3H11N5 (the ωB97M-V functional and the def2-TZVPD basis).

net charge	+2
multiplicity	1
E_LUMO (alpha / beta)	-10.47 / -10.15	eV
HOMO-LUMO gap (alpha / beta)	7.4 / 8.6	eV

Last column: Löwdin charge in e.
Positions of all 19 atoms, in Å:
1 C -0.00784 0.87453 -0.12646  -0.17
2 C 1.16656 -1.36568 -0.07579  -0.12
3 C -0.39011 -1.39097 -0.02010  -0.11
4 N 0.04689 2.21045 -0.03496  0.23
5 N 1.48827 -0.05150 0.33794  -0.02
6 N -0.80793 -0.04355 -0.22056  0.09
7 N 2.63934 0.43182 0.02022  0.18
8 N -2.82377 0.02588 0.27283  0.23
9 H 1.65460 -2.10406 0.60532  0.17
10 H 1.52606 -1.77194 -1.10015  0.18
11 H -0.63926 -2.06012 -0.80829  0.13
12 H -0.73951 -1.79312 0.90744  0.13
13 H -0.75192 2.82027 -0.06676  0.15
14 H 3.28653 0.00530 -0.68986  0.19
15 H 0.82029 2.61046 -0.48772  0.11
16 H 2.81431 1.51081 0.27172  0.23
17 H -3.45080 -0.76979 0.05023  0.13
18 H -3.21573 0.89087 -0.15594  0.13
19 H -2.61599 -0.02966 1.32090  0.15

---

*three*
Entry from the OMol25 dataset: a gas-phase ion, C3H11N5 (charge +2) (the ωB97M-V functional and the def2-TZVPD basis).

net charge	+2
multiplicity	1
E_LUMO	-9.90	eV
HOMO-LUMO gap	10.0	eV
SMILES	C/[NH+]=C(\C)N(N)N=[NH2+]

Last column: Löwdin charge in e.
Positions of all 19 atoms, in Å:
1 C -2.35585 -0.72828 1.28095  0.01
2 N -0.96971 -0.57635 0.98216  0.10
3 C -0.41768 0.08527 -0.02858  -0.11
4 C -1.21559 0.84636 -0.99791  0.04
5 N 1.03790 0.12912 -0.29945  -0.06
6 N 1.80189 0.72432 -1.40710  0.17
7 N 1.73271 -0.48819 0.58257  0.08
8 N 2.97587 -0.58942 0.52373  0.25
9 H -2.69382 -1.72212 0.96633  0.13
10 H -2.49116 -0.68503 2.36543  0.13
11 H -2.98792 0.01418 0.80142  0.11
12 H -0.34244 -1.07990 1.61169  0.18
13 H -2.10212 1.28781 -0.54292  0.11
14 H -1.58507 0.19727 -1.80069  0.14
15 H -0.64755 1.64624 -1.47230  0.10
16 H 1.92780 1.72622 -1.27116  0.14
17 H 1.37063 0.54020 -2.31005  0.13
18 H 3.52695 -0.22728 -0.26402  0.17
19 H 3.43515 -1.10041 1.27991  0.19

---

Stability comparison, relative energies in kJ/mol: *one* 133.7; *two* 194.1; *three* 0.0

---

*one*
Entry from the OMol25 dataset: 2 unconnected molecules or ions with the total composition C5H13NO2Si (the ωB97M-V functional and the def2-TZVPD basis).

multiplicity	1
E_LUMO	0.75	eV
HOMO-LUMO gap	7.6	eV
SMILES	C/C=[Si](\NC)OC.C=O

Last column: Löwdin charge in e.
Positions of all 22 atoms, in Å:
1 C 1.61120 -1.53812 0.08288  -0.24
2 C 0.84326 -0.69513 1.06763  -0.32
3 Si 0.24572 0.93682 0.76647  0.59
4 N 0.38758 1.96380 -0.58227  -0.16
5 C 1.18627 1.66751 -1.74109  -0.18
6 O -0.72745 1.80671 1.72833  -0.25
7 C -1.49786 1.29097 2.76942  -0.15
8 H 1.60872 -2.57709 0.40685  0.06
9 H 2.65556 -1.23052 -0.02446  0.06
10 H 1.15454 -1.49794 -0.90788  0.04
11 H 0.78790 -1.09366 2.07204  0.02
12 H -0.30596 2.68164 -0.73518  0.08
13 H 1.99497 1.00617 -1.44843  0.06
14 H 0.60649 1.16849 -2.52767  0.08
15 H 1.61329 2.57890 -2.16225  0.08
16 H -0.86987 1.03588 3.62506  0.09
17 H -2.03174 0.39510 2.45494  0.08
18 H -2.21242 2.05914 3.06663  0.09
19 C -1.61221 -2.13386 -0.80865  -0.16
20 O -1.80439 -1.54266 0.21929  -0.03
21 H -1.58741 -1.63271 -1.78772  0.08
22 H -1.43139 -3.21703 -0.84660  0.08

---

*two*
Entry from the OMol25 dataset: 2 unconnected molecules or ions with the total composition C5H13NO2Si (the ωB97M-V functional and the def2-TZVPD basis).

multiplicity	1
E_LUMO (alpha / beta)	0.67 / 0.63	eV
HOMO-LUMO gap (alpha / beta)	8.2 / 8.1	eV

Last column: Löwdin charge in e.
Positions of all 22 atoms, in Å:
1 C -1.74867 0.63911 -2.23207  -0.10
2 C -0.86448 1.37884 -1.58185  -0.31
3 C -0.61447 -1.94740 -0.56278  -0.02
4 C 1.74566 -1.37493 2.03985  -0.05
5 C 1.74376 -1.61093 -0.29370  -0.20
6 N -0.46558 1.70533 1.26450  -0.11
7 O 0.64322 -2.09629 -0.85996  -0.07
8 O 1.63339 -0.71427 0.75771  -0.15
9 Si -0.98013 2.56679 -0.14962  0.50
10 H -1.55459 -0.29285 -2.73970  0.04
11 H -2.79858 0.97576 -2.40016  0.06
12 H 0.19119 0.92698 -1.56293  0.08
13 H -0.76171 -1.24473 0.18850  0.05
14 H -2.17589 3.19892 0.19400  -0.07
15 H -1.14403 -2.67855 -1.15530  0.09
16 H 2.77835 -1.73278 2.14565  0.11
17 H 0.98754 -2.00365 2.25073  0.06
18 H 1.77713 -0.60421 2.68495  0.05
19 H 2.57351 -1.39724 -0.94139  0.12
20 H -0.72341 2.01642 2.15497  -0.01
21 H -0.24074 0.70679 1.34286  0.01
22 H -0.00147 3.58290 -0.54425  -0.06

---

Stability comparison, relative energies in kJ/mol: *one* 0.0; *two* 407.1

---

*one*
Entry from the OMol25 dataset: C5H10S in the gas phase (the ωB97M-V functional and the def2-TZVPD basis).

multiplicity	1
E_LUMO	0.83	eV
HOMO-LUMO gap	9.8	eV
SMILES	C=CCCCS

Last column: Löwdin charge in e.
Positions of all 16 atoms, in Å:
1 C -2.56754 -1.17693 -0.05132  -0.07
2 C -1.99801 0.09536 -0.02767  -0.19
3 C -0.51376 0.09129 0.37739  -0.26
4 C 0.47760 0.97414 -0.40572  -0.32
5 C 1.85194 0.70193 0.17039  -0.54
6 S 2.43323 -1.10557 -0.09342  0.58
7 H -2.00571 -2.09689 -0.06434  0.01
8 H -3.64214 -1.80236 -0.35711  0.12
9 H -2.84436 1.00432 -0.15589  0.15
10 H -0.07984 -0.89249 -0.16339  0.10
11 H -0.37149 0.10187 1.50016  0.13
12 H 0.32227 0.84195 -1.47507  0.10
13 H 0.48137 2.19549 -0.29093  0.16
14 H 2.59656 1.34822 -0.21826  0.04
15 H 1.97923 0.67719 1.32090  0.09
16 H 3.88066 -0.95754 -0.06570  -0.10

---

*two*
Entry from the OMol25 dataset: C5H10S in the gas phase (the ωB97M-V functional and the def2-TZVPD basis).

multiplicity	1
E_LUMO	0.94	eV
HOMO-LUMO gap	10.0	eV
SMILES	CC[C@@H]1C[C@@H]1S

Last column: Löwdin charge in e.
Positions of all 16 atoms, in Å:
1 C 0.60800 1.50824 -1.43528  -0.11
2 C -0.50387 0.64253 -0.91448  -0.26
3 C 0.08714 -0.59926 -0.27570  -0.34
4 C -0.62802 -1.64932 0.59788  -0.10
5 C 0.42615 -0.72165 1.15876  -0.61
6 S 0.02706 0.69810 2.27256  0.72
7 H 1.30805 0.96977 -2.10738  0.09
8 H 1.20457 1.81093 -0.63530  0.05
9 H 0.18900 2.41577 -1.83643  0.07
10 H -1.15073 1.06282 -0.14934  0.08
11 H -1.12674 0.28313 -1.78785  0.13
12 H 0.94992 -1.13119 -0.81004  0.16
13 H -0.41128 -2.65384 0.42555  0.07
14 H -1.65779 -1.51162 0.92007  0.10
15 H 1.42125 -1.16168 1.42843  0.10
16 H -0.74273 0.03727 3.14855  -0.15

---

*three*
Entry from the OMol25 dataset: C5H10S in the gas phase (the ωB97M-V functional and the def2-TZVPD basis).

multiplicity	1
E_LUMO	0.90	eV
HOMO-LUMO gap	9.8	eV
SMILES	C=C(CC)CS

Last column: Löwdin charge in e.
Positions of all 16 atoms, in Å:
1 C 0.47162 -1.09089 1.12223  0.03
2 C 0.48096 0.05974 0.40509  -0.42
3 C 0.73250 1.37885 1.05863  -0.26
4 C -0.29304 1.78176 2.09117  -0.11
5 C 0.21102 0.18212 -1.05563  -0.52
6 S -0.63334 -1.24533 -1.82966  0.70
7 H 0.23899 -2.09231 0.67407  0.05
8 H 0.56634 -1.01705 2.23255  0.07
9 H 0.81666 2.15177 0.25075  0.12
10 H 1.74152 1.14792 1.49807  0.13
11 H -0.35734 1.09390 2.95274  0.07
12 H -0.05352 2.78253 2.44717  0.07
13 H -1.30721 1.77255 1.63055  0.09
14 H -0.50280 0.90232 -1.34072  0.04
15 H 1.07232 0.40285 -1.69815  0.09
16 H -1.69981 -1.08865 -1.10135  -0.16

---

*four*
Entry from the OMol25 dataset: C5H10S in the gas phase (the ωB97M-V functional and the def2-TZVPD basis).

multiplicity	1
E_LUMO	0.92	eV
HOMO-LUMO gap	9.4	eV
SMILES	CC1(C)CCS1

Last column: Löwdin charge in e.
Positions of all 16 atoms, in Å:
1 C 0.10359 -0.61594 1.48059  -0.10
2 C 0.37112 0.06909 0.12883  -0.69
3 C 1.81208 0.03335 -0.28142  -0.10
4 C -0.70729 -0.27273 -0.93642  -0.26
5 C -1.68566 0.83855 -0.57231  -0.48
6 S -0.39840 1.90510 0.17851  0.80
7 H -1.00675 -0.54757 1.71369  0.10
8 H 0.64160 -0.16430 2.28357  0.06
9 H 0.36425 -1.67338 1.35593  0.08
10 H 1.99565 0.61283 -1.18509  0.08
11 H 2.12263 -0.99972 -0.50680  0.10
12 H 2.37879 0.45283 0.50521  0.06
13 H -0.25795 -0.13978 -1.87519  0.08
14 H -1.13102 -1.32104 -0.95253  0.13
15 H -2.13983 1.27881 -1.45939  0.06
16 H -2.46282 0.54388 0.12282  0.06

---

Stability comparison, relative energies in kJ/mol: *one* 314.1; *two* 66.6; *three* 51.0; *four* 0.0

---

*one*
Entry from the OMol25 dataset: C5H10S in the gas phase (the ωB97M-V functional and the def2-TZVPD basis).

multiplicity	1
E_LUMO	0.94	eV
HOMO-LUMO gap	9.6	eV
SMILES	CC(C)=CCS

Last column: Löwdin charge in e.
Positions of all 16 atoms, in Å:
1 C -0.17899 -0.10622 1.53843  -0.08
2 C -0.42635 -0.42773 0.09189  -0.37
3 C -1.21686 -1.65024 -0.19981  -0.08
4 C -0.09312 0.34313 -0.96200  -0.14
5 C 0.74386 1.61608 -0.93181  -0.57
6 S 2.23436 1.64929 0.09303  0.70
7 H -1.06558 -0.34039 2.22519  0.11
8 H 0.53567 -0.80843 1.96509  0.08
9 H 0.13644 0.89007 1.64924  0.02
10 H -0.66115 -2.46065 0.20290  0.07
11 H -1.35804 -1.77013 -1.28784  0.08
12 H -2.18390 -1.74989 0.26980  0.08
13 H -0.28577 -0.00764 -1.98769  0.10
14 H 0.99884 1.83112 -1.98168  0.06
15 H 0.21174 2.57990 -0.56972  0.09
16 H 2.60883 0.41172 -0.11501  -0.16

---

*two*
Entry from the OMol25 dataset: a molecular structure, C5H10S (the ωB97M-V functional and the def2-TZVPD basis).

multiplicity	1
E_LUMO	-0.84	eV
HOMO-LUMO gap	7.6	eV

Last column: Löwdin charge in e.
Positions of all 16 atoms, in Å:
1 C 1.27262 -1.15573 -0.72984  -0.06
2 C 0.17827 -0.84656 0.33163  -0.48
3 C 0.42909 0.33724 1.30426  -0.11
4 C -1.00685 -0.26083 -0.26399  -0.68
5 C -1.04396 1.11545 -0.74147  -0.23
6 H 1.17080 -1.99796 -1.46177  0.08
7 H 2.45380 -1.23960 -0.39448  0.13
8 H 1.27822 -0.15771 -1.22492  0.06
9 H -0.12616 -1.67448 0.86417  0.08
10 H 1.35745 0.06173 1.98049  0.10
11 H 0.51726 1.46246 0.85274  0.12
12 H -0.25954 0.32972 2.25081  0.11
13 H -0.22042 1.39742 -1.36944  0.06
14 H -1.85484 1.19506 -1.39306  0.01
15 H -1.48689 2.31273 -0.17437  0.22
16 S -2.65887 -0.87894 0.16926  0.57

---

Stability comparison, relative energies in kJ/mol: *one* 0.0; *two* 329.3